DFT (ωB97M-V/def2-TZVPD) results for a structure of composition C21H24KN7O7S2SeSi at a distorted geometry.

## Properties
* gap between HOMO and LUMO: 0.21242 Eh

Structure (ORCA input):
```
! wB97M-V def2-TZVPD RIJCOSX def2/J DEFGRID3
* xyz -2 1
K -0.142 -0.656 0.861
O -2.213 -2.477 4.084
S -1.684 -2.249 2.759
O -2.036 -0.949 2.203
O -0.256 -2.532 2.618
C -2.460 -3.534 1.735
C -3.013 -4.565 2.498
C -3.547 -5.705 1.917
C -3.532 -5.837 0.544
C -2.999 -4.823 -0.238
C -2.459 -3.661 0.317
S -1.882 -2.458 -0.917
O -2.151 -3.089 -2.188
O -2.634 -1.245 -0.647
O -0.452 -2.287 -0.642
H -3.014 -4.448 3.570
H -3.966 -6.482 2.547
H -3.940 -6.723 0.071
H -2.996 -4.908 -1.315
N 3.394 -0.497 4.562
C 3.327 -0.728 3.245
N 2.335 -0.054 2.712
C 1.804 0.582 3.797
N 2.407 0.349 4.943
C 0.589 1.444 3.699
C 0.028 2.058 4.810
N -1.077 2.793 4.722
C -1.623 2.884 3.511
C -1.067 2.264 2.403
N 0.052 1.556 2.493
H 4.012 -0.895 5.246
H 4.004 -1.392 2.728
H 0.485 1.937 5.785
H -2.533 3.464 3.408
H -1.530 2.344 1.426
N 1.411 0.660 -4.212
C 2.536 -0.073 -4.235
O 3.047 -0.537 -5.249
C 3.185 -0.221 -2.892
C 4.537 0.034 -2.777
C 5.111 0.020 -1.518
C 4.299 -0.264 -0.431
N 3.010 -0.586 -0.532
C 2.469 -0.574 -1.754
H 0.931 0.809 -5.082
H 1.176 1.240 -3.406
H 5.105 0.275 -3.668
H 6.158 0.254 -1.372
H 4.710 -0.225 0.574
H 1.426 -0.885 -1.813
C -1.683 1.932 -2.885
Si -0.772 3.564 -2.698
C -1.929 4.652 -1.664
C -0.777 4.315 -4.424
Se 1.227 3.367 -1.807
H -2.751 2.073 -3.099
H -1.599 1.353 -1.961
H -1.274 1.323 -3.698
H -2.661 5.171 -2.295
H -1.347 5.393 -1.109
H -2.485 4.044 -0.941
H -1.794 4.501 -4.789
H -0.270 3.643 -5.124
H -0.226 5.262 -4.409
*
```

The computed natural (NBO) charges, all in e, follow: atom 1 (K): 0.913, atom 2 (O): -1.015, atom 3 (S): 2.410, atom 4 (O): -1.036, atom 5 (O): -1.036, atom 6 (C): -0.338, atom 7 (C): -0.203, atom 8 (C): -0.235, atom 9 (C): -0.234, atom 10 (C): -0.229, atom 11 (C): -0.211, atom 12 (S): 2.406, atom 13 (O): -1.010, atom 14 (O): -1.003, atom 15 (O): -1.067, atom 16 (H): 0.242, atom 17 (H): 0.192, atom 18 (H): 0.192, atom 19 (H): 0.244, atom 20 (N): -0.359, atom 21 (C): 0.191, atom 22 (N): -0.432, atom 23 (C): 0.285, atom 24 (N): -0.292, atom 25 (C): 0.116, atom 26 (C): 0.012, atom 27 (N): -0.388, atom 28 (C): -0.008, atom 29 (C): 0.030, atom 30 (N): -0.360, atom 31 (H): 0.403, atom 32 (H): 0.205, atom 33 (H): 0.201, atom 34 (H): 0.191, atom 35 (H): 0.217, atom 36 (N): -0.816, atom 37 (C): 0.660, atom 38 (O): -0.661, atom 39 (C): -0.162, atom 40 (C): -0.141, atom 41 (C): -0.277, atom 42 (C): 0.048, atom 43 (N): -0.413, atom 44 (C): 0.068, atom 45 (H): 0.393, atom 46 (H): 0.447, atom 47 (H): 0.221, atom 48 (H): 0.202, atom 49 (H): 0.169, atom 50 (H): 0.230, atom 51 (C): -1.134, atom 52 (Si): 1.395, atom 53 (C): -1.126, atom 54 (C): -1.129, atom 55 (Se): -0.952, atom 56 (H): 0.217, atom 57 (H): 0.248, atom 58 (H): 0.216, atom 59 (H): 0.206, atom 60 (H): 0.229, atom 61 (H): 0.221, atom 62 (H): 0.207, atom 63 (H): 0.218, atom 64 (H): 0.223

---

DFT (ωB97M-V/def2-TZVPD) results for a cluster of 6 separate species, C2H14O4S in total at a distorted geometry.

## Properties
* gap between HOMO and LUMO: 0.13057 Eh
* energy above the lowest of the compared OMol25 structures with the same formula, charge and spin: 7.706 eV

Structure (ORCA input):
```
! wB97M-V def2-TZVPD RIJCOSX def2/J DEFGRID3
* xyz 0 1
C 0.382 1.373 -0.967
C 0.424 1.249 0.566
S 2.069 0.996 1.124
H 0.691 0.421 -1.399
H -0.633 1.517 -1.342
H 1.082 2.157 -1.263
H -0.242 0.404 0.902
H 0.064 2.164 1.069
H 1.763 -2.204 1.792
H -3.334 1.615 0.520
H -2.315 0.661 -0.258
O -2.401 1.468 0.331
H 2.424 -0.522 -0.189
H 3.451 -1.366 -0.953
O 2.494 -1.266 -0.826
H 1.611 -1.581 2.171
H -2.309 -0.978 -1.791
O -1.782 -0.511 -1.152
H -1.346 -2.512 0.978
H -1.281 -1.341 -0.073
O -0.812 -1.745 0.759
*
```

The computed natural (NBO) charges, all in e, follow: atom 1 (C): -0.623, atom 2 (C): -0.668, atom 3 (S): 0.532, atom 4 (H): 0.257, atom 5 (H): 0.294, atom 6 (H): 0.195, atom 7 (H): 0.413, atom 8 (H): 0.284, atom 9 (H): 0.063, atom 10 (H): 0.468, atom 11 (H): 0.507, atom 12 (O): -1.022, atom 13 (H): 0.433, atom 14 (H): 0.464, atom 15 (O): -0.938, atom 16 (H): -0.052, atom 17 (H): 0.455, atom 18 (O): -1.053, atom 19 (H): 0.463, atom 20 (H): 0.497, atom 21 (O): -0.970

---

gap between HOMO and LUMO of number 1 (C21H24KN7O7S2SeSi)? 0.21242 Eh

---

Look up the gap between HOMO and LUMO of the second one. 0.13057 Eh

---

Look up the gap between HOMO and LUMO of the first one. 0.21242 Eh